Formula: C27H30CaN5
Source: OMol25
Level of theory: the ωB97M-V functional and the def2-TZVPD basis

Geometry (Å):
Ca1 0.895 -0.633 -0.024
C1 -0.387 -3.211 1.088
N1 -0.749 -2.176 0.114
C2 -1.847 -1.305 0.610
C3 -2.052 -0.162 -0.321
C4 -3.268 0.179 -0.869
C5 -3.361 1.124 -1.888
C6 -2.142 1.449 -2.520
C7 -0.953 1.076 -1.982
N2 -0.877 0.677 -0.569
C8 -1.084 -2.741 -1.197
C9 -0.448 -1.986 -2.337
C10 -1.080 -1.903 -3.570
C11 -0.393 -1.394 -4.653
C12 0.922 -0.974 -4.467
C13 1.473 -1.078 -3.210
N3 0.819 -1.569 -2.146
C14 0.124 -2.593 2.363
C15 -0.288 -3.060 3.601
C16 0.236 -2.497 4.752
C17 1.167 -1.477 4.622
C18 1.523 -1.068 3.353
N4 1.021 -1.597 2.230
H1 0.425 -3.809 0.663
H2 -1.226 -3.883 1.303
H3 -1.555 -0.974 1.619
H4 -2.781 -1.873 0.700
H5 -4.157 -0.346 -0.532
H6 -4.312 1.423 -2.302
H7 -2.150 1.886 -3.513
H8 -0.032 1.114 -2.549
H9 -2.165 -2.799 -1.341
H10 -0.688 -3.760 -1.251
H11 -2.105 -2.233 -3.667
H12 -0.865 -1.319 -5.622
H13 1.501 -0.579 -5.289
H14 2.497 -0.767 -3.037
H15 -1.018 -3.857 3.656
H16 -0.074 -2.843 5.728
H17 1.607 -1.008 5.490
H18 2.252 -0.279 3.227
C19 2.819 1.622 1.397
N5 2.398 1.254 0.035
C20 3.610 1.062 -0.775
C21 1.600 2.360 -0.559
C22 0.364 2.682 0.251
C23 0.388 3.840 1.024
C24 -0.667 4.195 1.846
C25 -1.776 3.368 1.907
C26 -1.826 2.220 1.133
C27 -0.779 1.866 0.287
H19 3.342 2.586 1.400
H20 3.506 0.866 1.781
H21 1.956 1.705 2.055
H22 4.248 1.954 -0.750
H23 3.341 0.874 -1.815
H24 4.188 0.218 -0.396
H25 1.340 2.083 -1.580
H26 2.224 3.261 -0.612
H27 1.262 4.482 0.981
H28 -0.621 5.106 2.427
H29 -2.618 3.626 2.536
H30 -2.705 1.594 1.162

Values from the calculation:
relative energy (zero: lowest compared OMol25 entry of this formula, charge and spin): 33.45 kcal per mole
charge: +1